(1)
12
Properties=species:S:1:pos:R:3:forces:R:3 method="wB97M-V/def2-TZVPD" charge=+1 multiplicity=1 homo_ev=-13.959 de_lowest_ev=4.8308
C 0.09948 1.20666 1.68859 1.556 3.536 0.134
C 0.57854 -1.02921 0.31005 -0.329 -3.902 -1.145
N -0.29285 1.24595 2.80922 -0.017 -0.739 -1.392
N 0.14446 0.11061 0.37271 -1.321 1.908 -0.075
N -0.19916 -0.76256 -2.31471 1.788 3.480 0.444
O 0.76223 -2.14467 0.12447 0.797 0.949 1.003
H 0.65718 2.04704 1.14522 -0.876 -1.277 0.755
H 0.10490 0.31848 -2.35041 -1.742 -3.725 0.238
H -0.75568 1.11167 3.68717 -0.069 -0.571 -0.029
H -0.24629 0.40556 -0.56472 0.494 -0.024 1.366
H -0.05704 -1.19336 -3.17807 0.276 -0.514 -1.454
H -0.79577 -1.31615 -1.72951 -0.556 0.878 0.157

(2)
55
Properties=species:S:1:pos:R:3:forces:R:3 method="wB97M-V/def2-TZVPD" charge=+1 multiplicity=5 homo_ev="-10.858 / -10.503" de_lowest_ev=0.6801 s_squared=6.028
Rh -0.62877 -0.15902 -0.84910 -0.059 0.740 1.344
O -0.53547 -0.67332 1.10630 0.458 1.134 -1.209
C -1.20467 -1.47032 1.84270 -1.192 -1.503 1.141
C -1.32107 -1.20342 3.23340 0.380 -0.003 -0.451
C -2.02907 -2.03352 4.06050 -0.022 -0.057 -0.212
C -2.69617 -3.15132 3.54360 -0.030 -0.100 -0.123
C -2.63207 -3.42442 2.19800 -0.022 -0.022 0.262
C -1.88337 -2.62702 1.31880 0.388 1.006 0.467
C -1.91187 -2.90002 -0.07660 0.096 -0.020 -0.298
N -1.32637 -2.22712 -1.01120 -0.210 -0.060 0.365
C -1.59967 -2.58882 -2.38630 -0.178 -0.191 -0.677
C -0.86707 -1.63092 -3.32550 -0.016 -0.783 -0.338
N -1.08027 -0.27572 -2.87870 0.286 0.485 -0.736
C -0.83017 0.70308 -3.69550 -0.253 -0.163 0.047
C -1.00567 2.08488 -3.42000 0.017 0.262 1.051
C -0.81317 3.03518 -4.43140 -0.128 0.422 -0.145
C -1.06657 4.37208 -4.21800 0.159 -0.316 -0.272
C -1.50137 4.80638 -2.96020 0.052 -0.235 0.156
C -1.62837 3.92178 -1.91970 -0.112 -0.255 0.046
C -1.35787 2.53898 -2.09710 0.080 0.842 -1.517
O -1.38997 1.75288 -1.09350 0.390 -0.952 1.052
H -0.81297 -0.32382 3.60110 0.022 0.060 0.063
H -2.08487 -1.81572 5.11650 -0.036 0.032 0.086
H -3.27027 -3.78332 4.20120 -0.069 -0.088 0.032
H -3.18317 -4.26282 1.79950 -0.026 -0.151 -0.078
H -2.53047 -3.75332 -0.36180 0.038 -0.088 -0.112
H -1.27627 -3.61942 -2.57910 -0.102 0.152 -0.042
H -2.67917 -2.51502 -2.57510 0.156 -0.080 0.006
H 0.20743 -1.85882 -3.31140 -0.115 0.092 0.001
H -1.24037 -1.75982 -4.34890 0.126 -0.064 0.132
H -0.47507 0.47428 -4.70170 -0.126 -0.175 -0.069
H -0.46667 2.70548 -5.40020 -0.042 -0.070 -0.133
H -0.92747 5.08288 -5.01890 0.000 0.014 -0.029
H -1.71537 5.85258 -2.80220 -0.017 0.089 0.033
H -1.93687 4.24398 -0.93530 0.012 0.024 0.037
C 1.99133 1.29568 4.83540 -0.011 -0.018 0.046
C 2.14053 0.74578 3.45100 -0.003 -0.092 -0.139
C 1.97873 1.55868 2.33210 -0.036 -0.086 -0.085
C 2.09463 1.04438 1.05280 0.082 0.047 -0.149
C 2.39403 -0.29692 0.88470 0.142 -0.247 -0.201
C 2.55183 -1.12982 1.98060 0.037 -0.061 -0.169
C 2.42403 -0.60532 3.25430 -0.025 0.088 -0.023
S 2.51363 -0.96142 -0.78920 1.358 0.530 1.038
C 4.09223 -0.14522 -1.24020 -0.524 -0.418 -0.083
O 1.50093 -0.15972 -1.57170 -0.831 0.354 -0.541
H 1.89483 2.37728 4.82600 0.027 0.077 0.016
H 2.84273 1.02218 5.45500 0.072 0.028 0.044
H 1.10493 0.88528 5.31630 -0.100 -0.038 0.048
H 1.75063 2.60658 2.45360 -0.027 0.117 0.072
H 1.94473 1.67868 0.18690 0.000 0.052 0.009
H 2.76843 -2.17842 1.83890 -0.001 -0.134 0.014
H 2.53583 -1.25662 4.10930 0.033 -0.049 0.076
H 4.07883 0.89108 -0.92600 -0.167 0.107 0.108
H 4.19963 -0.20752 -2.31880 -0.049 -0.115 -0.098
H 4.89823 -0.68212 -0.75540 0.118 -0.120 0.138

(3)
56
Properties=species:S:1:pos:R:3:forces:R:3 method="wB97M-V/def2-TZVPD" multiplicity=1 homo_ev=-9.317 de_lowest_ev=6.2693
Rb 0.62774 0.12058 -0.55007 -2.530 -3.850 0.653
As 3.04646 1.63368 -0.92533 1.311 2.400 -1.572
F 2.96599 0.00070 -1.72462 0.261 1.509 1.292
F 2.25979 1.14601 0.67170 2.767 1.231 -0.557
F 3.06367 3.33890 -0.33206 -0.069 -2.042 -0.388
F 3.67369 2.26787 -2.50896 -0.624 -0.927 2.017
F 1.35372 1.91402 -1.53823 3.187 2.780 -1.488
F 4.61569 1.27451 -0.25697 -1.183 0.211 -0.514
C -1.17418 5.24580 -1.31566 -0.864 -1.311 0.698
O -1.40370 4.32398 -0.25057 -0.775 -0.757 0.363
C -0.23965 3.61961 0.15541 1.477 2.696 0.312
C -0.43552 2.64372 1.27763 0.947 1.473 0.069
N -1.11936 1.49478 0.82750 -1.630 -0.822 0.920
C -1.42478 0.63586 1.97533 -0.353 -0.118 -0.083
C -0.29236 -0.08805 2.72521 -0.367 0.848 -2.415
O 0.41170 -0.88480 1.72540 -1.153 0.770 2.376
C 1.47549 -1.57512 2.27830 1.994 0.577 0.869
H -0.38778 5.96551 -1.08826 0.318 -0.174 -0.156
H -2.12245 5.77560 -1.40616 0.127 0.050 -0.308
H -1.00827 4.56877 -2.15364 0.434 0.844 -0.690
H 0.37629 4.45084 0.49860 0.550 0.021 0.965
H 0.45317 3.30239 -0.62400 -1.105 -0.611 -0.392
H -1.01233 3.07924 2.09354 0.048 0.587 0.276
H 0.54725 2.40162 1.68214 0.098 -0.028 -0.141
H -2.03910 1.88943 0.69175 -0.404 -0.165 -1.059
H -2.14220 -0.08397 1.58132 0.075 0.110 0.434
H -2.00042 1.22413 2.68996 0.082 0.084 0.606
H -0.88065 -0.61689 3.47511 0.788 -0.721 0.340
H 0.42871 0.62419 3.12631 -0.105 -0.078 0.472
H 1.22666 -2.04732 3.22868 -0.012 0.204 0.453
H 2.29941 -0.88374 2.45505 0.313 -0.025 -0.022
H 1.78492 -2.41757 1.65973 0.423 0.589 -0.463
C 0.27539 -5.46869 1.78728 -0.356 1.320 -0.339
O -0.18447 -4.49278 0.87835 -0.214 1.309 -1.286
C -0.54077 -3.27472 1.57138 -0.815 -0.661 -0.026
C -1.42595 -2.38333 0.62064 1.544 -1.713 -0.297
N -0.63946 -2.07980 -0.64913 -2.121 -0.577 1.771
C -1.52243 -1.46115 -1.61352 0.115 0.027 -2.494
C -0.75671 -1.16313 -2.96049 -1.150 0.195 1.082
O -0.04538 0.04125 -2.90196 0.943 0.536 -0.742
C 0.39152 0.48466 -4.19137 -0.115 -0.414 0.260
H 1.12000 -4.96784 2.26045 0.121 -0.671 0.931
H 0.61853 -6.36983 1.27906 -0.304 0.126 -0.055
H -0.63013 -5.58147 2.38346 0.614 -0.964 0.990
H 0.29930 -2.80717 2.08497 -0.914 -1.093 -1.640
H -1.01446 -3.55886 2.51105 -1.477 -0.273 -0.066
H -1.81083 -1.48204 1.09776 0.695 -0.559 -0.331
H -2.32123 -2.96197 0.39317 -0.132 -0.326 -0.292
H -0.30110 -2.94327 -1.04916 -0.113 -0.347 0.171
H -2.05507 -0.54051 -1.37513 0.532 0.275 0.976
H -2.35483 -2.10707 -1.89280 -0.135 -0.466 -0.101
H -1.49742 -0.98144 -3.73923 -0.178 -0.905 -0.305
H -0.10029 -2.02283 -3.09512 0.116 -0.088 -0.741
H 1.17540 1.24202 -4.19838 -0.381 0.369 0.966
H -0.52388 0.86105 -4.64797 0.313 -0.098 -0.852
H 0.91675 -0.32537 -4.69740 -0.615 -0.357 -0.442

(4)
94
Properties=species:S:1:pos:R:3:forces:R:3 method="wB97M-V/def2-TZVPD" multiplicity=1 homo_ev="-7.151 / -7.085"
Pb -0.63442 -0.18845 0.27001 -0.188 0.073 0.899
C -0.36740 -1.26520 -5.11881 -0.022 0.098 0.106
C 0.80589 -0.43370 -4.69782 0.077 -0.155 -0.357
C 2.05326 -0.67761 -5.23624 -0.052 -0.066 -0.044
C 3.16813 0.06436 -4.85757 -0.033 0.049 0.076
C 3.05016 1.08238 -3.91372 0.012 0.060 -0.004
C 1.83183 1.37195 -3.34176 0.145 0.098 0.181
C 1.68158 2.47020 -2.33272 0.066 -0.196 -0.174
C 0.67350 0.61887 -3.73793 -0.420 -0.275 0.381
N -0.45288 0.89954 -3.08118 0.744 0.457 -0.129
C -1.72663 1.10752 -3.44900 -0.548 -0.122 -0.231
O -2.10310 1.31021 -4.60039 0.119 -0.070 0.209
C -2.68812 1.32216 -2.30201 -0.319 0.018 -0.028
C -4.04480 1.46767 -2.55543 0.095 -0.089 -0.137
C -4.87574 1.85223 -1.51270 0.110 0.040 0.197
C -4.31167 2.17784 -0.28861 -0.167 -0.058 -0.016
C -2.94269 2.02217 -0.12939 -0.024 -0.032 -0.084
N -2.17256 1.53844 -1.09626 0.030 0.108 -0.328
C -2.19382 2.61865 1.04011 0.660 0.313 0.785
O -2.71349 3.54437 1.65956 -0.178 -0.052 -0.308
N -0.95547 2.13519 1.25632 -0.558 -1.002 -0.974
C 0.12002 2.92229 1.64015 0.432 0.405 0.420
C 0.53601 4.01837 0.84773 -0.107 -0.254 0.146
C -0.21661 4.40248 -0.39288 -0.108 0.090 0.135
C 1.64392 4.75409 1.24459 0.097 -0.030 0.025
C 2.35920 4.42025 2.38387 0.013 0.032 0.042
C 1.95470 3.34068 3.15277 0.109 -0.002 -0.017
C 0.84400 2.58737 2.80086 -0.185 0.083 -0.080
C 0.34150 1.48921 3.69595 0.027 0.100 -0.075
H -0.14767 -1.78616 -6.04892 0.023 -0.037 0.021
H -1.24710 -0.64082 -5.26229 -0.007 -0.048 -0.023
H -0.59670 -2.01402 -4.35510 -0.030 0.004 -0.004
H 2.16383 -1.46575 -5.97087 -0.014 0.004 -0.005
H 4.13324 -0.14965 -5.29790 -0.002 -0.016 -0.007
H 3.92177 1.65887 -3.62986 -0.006 -0.008 0.006
H 2.64857 2.91466 -2.10376 -0.011 0.016 0.033
H 1.22533 2.09673 -1.41387 0.006 0.045 0.015
H 1.01577 3.24291 -2.71855 0.003 -0.001 0.046
H -4.41125 1.30944 -3.56031 -0.016 -0.007 0.016
H -5.94286 1.95007 -1.66350 0.004 0.001 -0.033
H -4.89858 2.55824 0.53562 0.032 0.069 -0.015
H -0.53362 3.52171 -0.95035 -0.038 0.022 -0.014
H 0.40347 5.03014 -1.03352 -0.023 0.003 -0.019
H -1.11565 4.96694 -0.12961 -0.020 -0.025 -0.037
H 1.95914 5.60043 0.64394 -0.029 -0.005 -0.017
H 3.21825 5.00845 2.68178 0.009 -0.013 -0.025
H 2.50190 3.08820 4.05455 -0.019 -0.022 0.002
H -0.47291 1.87066 4.31819 0.019 -0.027 0.030
H 1.13245 1.12436 4.35215 0.007 -0.008 0.021
H -0.06953 0.66199 3.11832 0.103 0.006 0.120
N -4.37166 -2.99307 0.07714 -0.108 0.032 -0.012
C -3.31156 -2.22760 -0.25898 -0.101 -0.103 -0.008
O -3.23783 -1.05842 0.08021 0.124 0.211 -0.108
C -2.25350 -2.92413 -1.09722 0.206 0.230 0.215
C -1.04880 -2.06997 -1.39509 -0.147 -0.329 -0.071
H -5.09695 -2.59208 0.64797 0.043 0.010 0.015
H -4.40523 -3.97431 -0.12851 0.022 -0.011 -0.035
H -2.74630 -3.21678 -2.03294 0.004 -0.092 0.031
H -1.96435 -3.83799 -0.57366 -0.010 -0.026 -0.023
H -1.17908 -1.37930 -2.21206 -0.040 0.190 -0.203
H -0.12260 -2.63179 -1.47673 0.067 0.178 0.075
C 2.29977 -0.92871 2.00587 0.013 -0.042 0.057
N 1.75468 -1.54852 0.77732 0.034 -0.126 0.049
C 1.32347 -2.92553 1.12662 0.072 0.055 0.018
N 2.42237 -3.72000 1.66467 -0.043 -0.129 -0.015
C 2.93600 -3.04496 2.85901 0.009 0.076 -0.057
N 3.41459 -1.69427 2.55280 0.058 0.022 0.051
C 4.45778 -1.79265 1.53171 -0.072 0.006 0.024
N 3.96889 -2.43484 0.30621 0.108 -0.025 -0.077
C 2.84634 -1.65514 -0.20520 0.007 0.095 -0.005
C 3.48760 -3.77202 0.66355 -0.043 0.061 0.027
H 1.49689 -0.88444 2.74068 -0.030 0.037 -0.015
H 2.63713 0.08575 1.77419 -0.042 -0.001 0.000
H 0.95304 -3.41265 0.22065 -0.002 0.010 0.027
H 0.51494 -2.84527 1.85227 -0.028 0.006 0.003
H 3.75957 -3.62884 3.27502 -0.013 -0.005 -0.005
H 2.13514 -2.97660 3.59731 0.020 -0.015 0.011
H 5.28649 -2.38234 1.92850 0.021 0.036 -0.018
H 4.81476 -0.78889 1.29087 0.014 -0.020 0.004
H 2.46460 -2.12671 -1.11546 -0.011 -0.005 0.016
H 3.20069 -0.65131 -0.45561 -0.042 0.005 -0.001
H 4.32329 -4.35274 1.05930 -0.010 -0.004 -0.019
H 3.10681 -4.26526 -0.23407 0.017 -0.006 0.006
C -2.64181 -2.43045 3.44378 0.178 0.197 -0.039
C -1.87466 -1.10971 3.28778 -0.421 -0.074 0.215
C -2.85491 0.06052 3.19060 0.284 0.003 -0.025
O -0.99922 -1.21340 2.20491 0.354 0.138 -0.790
H -3.35558 -2.37734 4.26907 0.004 -0.031 0.002
H -1.94889 -3.25250 3.63187 -0.010 -0.023 -0.034
H -3.18190 -2.63498 2.51622 -0.032 -0.025 0.058
H -1.27934 -0.96039 4.20615 -0.013 -0.017 -0.026
H -3.42658 -0.01961 2.26474 -0.098 0.007 -0.016
H -2.31574 1.00925 3.18465 -0.133 -0.068 -0.017
H -3.54046 0.05905 4.04034 -0.027 0.000 -0.014

(5)
26
Properties=species:S:1:pos:R:3:forces:R:3 method="wB97M-V/def2-TZVPD" multiplicity=1 homo_ev=-9.491
Cs -12.10622 7.69756 -1.48425 0.233 -0.235 -0.023
C -14.09296 4.62897 -1.35085 0.053 -1.811 0.044
F -14.50758 5.58686 -2.15461 -0.245 0.658 -0.843
F -14.09825 5.15780 -0.12543 0.339 -0.364 0.045
F -14.94559 3.59193 -1.40819 -0.335 0.874 0.302
S -12.49738 3.81311 -1.98014 2.763 0.198 1.358
O -12.63876 2.40714 -1.75907 -0.632 0.484 -0.513
O -12.20932 4.36369 -3.27569 -1.086 -0.051 -0.351
N -11.44607 4.46116 -0.93295 -1.389 0.203 -0.140
S -9.98594 3.91818 -0.75702 -0.661 -3.164 0.837
O -9.61434 3.89998 0.63690 -0.041 0.397 -0.818
O -9.62089 2.75497 -1.56460 -0.665 1.897 0.766
C -9.09691 5.28229 -1.44425 2.829 0.824 -0.445
F -7.82901 4.77610 -1.61596 -1.028 1.207 -0.171
F -9.55709 5.75462 -2.61894 0.230 -0.337 0.547
F -8.99473 6.36030 -0.60660 -0.318 -0.682 -0.585
C -11.87306 11.67730 1.99841 0.753 0.375 0.490
S -11.14763 10.09363 1.61523 0.088 -0.674 0.497
O -11.12157 9.99005 0.13382 -0.681 -0.304 -1.213
C -9.42020 10.41204 1.89999 0.256 1.200 0.071
H -11.34060 12.41869 1.42760 0.032 0.354 -0.506
H -11.66651 11.90386 3.03900 -0.116 -0.124 0.337
H -12.94128 11.72558 1.82296 -0.036 -0.352 -0.173
H -9.17317 11.25592 1.26754 -0.092 0.348 -0.257
H -8.80976 9.61073 1.51626 -0.210 -0.658 0.178
H -9.15306 10.70015 2.90228 -0.043 -0.263 0.566